Entry 1:
Entry from the OMol25 dataset: C4H6BrClN2 in the gas phase (wB97M-V/def2-TZVPD).

```
14
Properties=species:S:1:pos:R:3:lowdin_charge:R:1
C 0.68094 -0.79961 0.47144 -0.6157
C -0.42952 -0.45017 -0.49610 -0.5220
C 1.56597 1.58821 -0.40962 -0.6538
C -1.62843 -0.12317 0.41343 -0.0747
N -0.19330 0.50210 -1.54657 0.0417
N 0.70627 1.30078 -1.23684 -0.0593
Cl 1.88754 2.92093 0.48214 0.7200
Br 1.88670 -2.21768 -0.06797 0.6293
H 0.47779 -1.07439 1.48804 0.0459
H -0.71322 -1.32002 -1.20826 0.1560
H 1.59344 -0.02758 0.53986 0.0347
H -2.46481 0.01482 -0.35849 0.0920
H -1.56933 0.83536 0.99548 0.0927
H -1.80003 -1.14958 0.93344 0.1132
```

For the orbital gap, the calculation gives 8.35 eV. As for the relative energy (zero: lowest compared OMol25 entry of this formula, charge and spin): 72.0 kcal/mol.


Entry 2:
Entry from the OMol25 dataset: a 8-piece molecular cluster, C31H59Br17ClIN2O4P overall (wB97M-V/def2-TZVPD).

```
116
Properties=species:S:1:pos:R:3:lowdin_charge:R:1
C -0.54718 1.69362 -3.94166 -0.1263
C 0.32180 1.70451 -2.66089 -0.4240
P 1.44595 0.29518 -2.23493 1.0158
C 1.61163 -0.60010 -3.82090 -0.2688
C 0.43111 -0.87820 -1.07199 -0.3951
C -1.09935 -0.66076 -1.02602 -0.2251
C -1.98597 -0.90849 -2.23184 -0.7883
O -1.72909 -1.13234 -3.34639 0.0624
I -4.01624 -0.84131 -1.52101 0.9514
C 0.83422 -2.36995 -1.29740 -0.3168
O 0.17210 -2.97846 -2.39131 -0.0991
C 0.74218 -4.23843 -2.76940 -0.1321
C 1.88722 -4.15237 -3.78214 -0.3982
C 2.06679 -5.51604 -4.45861 -0.0516
O 3.11180 -3.74256 -3.15297 -0.0661
C 0.30576 -3.05694 -0.04156 -0.2006
N 0.61107 -2.13859 1.09407 -0.4389
Br 1.88267 -2.95712 2.25579 0.8564
C 0.95473 -0.72277 0.41920 -0.6980
Cl 2.73238 -0.58656 0.50134 0.7213
N 0.25859 0.23441 1.22630 -0.0949
C 0.34206 1.63957 0.76768 -0.1700
C 0.50570 0.10352 2.66146 -0.5428
C 1.58594 0.91183 3.32602 -0.0260
O -0.16577 -0.68861 3.24765 0.0481
H -0.16224 2.42583 -4.66674 0.0733
H -0.59105 0.72259 -4.43541 0.0420
H -1.58062 1.99700 -3.71346 0.0735
H 1.04139 2.52883 -2.72872 -0.0288
H -0.30843 1.93784 -1.79108 -0.0094
H 1.76357 0.18592 -4.57760 0.0581
H 2.52576 -1.20657 -3.77762 0.0353
H 0.75141 -1.21329 -4.09554 0.0324
H -1.55768 -1.30189 -0.25690 -0.0041
H -1.34437 0.35906 -0.70111 0.0528
H 1.92315 -2.46534 -1.44830 0.1376
H -0.08086 -4.84247 -3.18018 0.1479
H 1.12260 -4.77751 -1.88142 0.1082
H 1.66237 -3.35861 -4.50592 0.1386
H 3.07508 -5.57877 -4.88524 0.0894
H 1.33245 -5.68860 -5.25733 0.0899
H 1.95553 -6.30010 -3.69460 0.0339
H 3.25887 -4.30004 -2.37206 0.0379
H -0.78108 -3.09960 -0.17178 0.0556
H 0.66970 -4.06895 0.17122 0.1101
H -0.22965 -2.00560 1.67820 -0.0755
H -0.50280 1.88119 0.11029 -0.0598
H 1.29135 1.86299 0.25192 0.0938
H 0.25231 2.30075 1.63917 -0.0408
H 1.17923 1.33466 4.25773 0.0854
H 2.39401 0.21395 3.59342 0.0941
H 2.00002 1.71191 2.70805 0.0831
Br -2.39634 2.98927 -0.28760 0.7065
C -2.80039 1.64423 1.06742 -0.6918
C -2.93340 2.25316 2.43205 -0.6597
Br -1.20228 2.76451 3.16134 0.8300
H -2.00242 0.90468 1.02865 0.0226
H -3.73380 1.18855 0.75785 -0.1146
H -3.36140 1.54012 3.13323 0.0360
H -3.53657 3.15624 2.41927 -0.0389
Br 4.20934 -10.51865 -1.46338 0.6239
C 5.04232 -9.01782 -2.36822 -0.6997
C 5.12691 -7.80461 -1.48098 -0.6603
Br 3.38080 -6.96391 -1.25350 0.6634
H 4.45944 -8.82994 -3.26467 0.0512
H 6.04287 -9.34399 -2.64339 0.0640
H 5.76580 -7.04408 -1.92358 0.0646
H 5.47802 -8.04754 -0.48325 0.0512
Br -5.28280 3.12725 4.96380 0.6840
C -4.36793 4.74901 5.53430 -0.6544
C -4.75001 5.93348 4.68625 -0.6615
Br -3.91824 5.87308 2.92979 0.6813
H -3.30370 4.53727 5.48776 0.0466
H -4.66925 4.90898 6.56691 0.0619
H -4.40330 6.85576 5.14701 0.0625
H -5.82228 5.98874 4.52400 0.0541
Br -5.42203 -0.90727 2.01456 0.5923
C -5.04640 -2.80856 2.11216 -0.6522
C -3.74904 -3.08556 2.82773 -0.5822
Br -2.19944 -2.63219 1.72454 0.9319
H -5.02926 -3.17439 1.08897 0.0467
H -5.87911 -3.25616 2.64942 0.0686
H -3.64830 -4.14569 3.04719 0.0681
H -3.64690 -2.50740 3.74070 0.0638
Br 0.04318 5.26912 -0.94531 0.6263
C 1.17906 6.48374 -1.96032 -0.6832
C 1.56026 5.90231 -3.29409 -0.6597
Br 2.86898 4.47099 -3.11676 0.6286
H 2.04573 6.69020 -1.33927 -0.0148
H 0.60104 7.39453 -2.09901 0.0654
H 2.02474 6.65923 -3.92228 0.0594
H 0.70825 5.46962 -3.81009 0.0500
Br -6.06596 1.71769 1.06677 0.6511
C -6.73606 3.47078 1.58622 -0.6554
C -7.21598 4.27132 0.40545 -0.6753
Br -5.74593 4.95980 -0.66229 0.6109
H -5.92461 3.96534 2.11158 -0.0326
H -7.55533 3.27724 2.27529 0.0641
H -7.76389 5.14355 0.75569 0.0631
H -7.84234 3.68929 -0.26359 0.0535
Br 4.17919 9.52612 -2.16382 0.6097
C 5.84458 8.82689 -1.44232 -0.6910
C 5.93527 7.33418 -1.61671 -0.6830
Br 4.75509 6.39875 -0.39074 0.6245
H 5.87751 9.12081 -0.39793 0.0510
H 6.64230 9.32256 -1.99078 0.0611
H 6.93970 6.97668 -1.40268 0.0613
H 5.64195 7.02716 -2.61661 0.0474
Br 3.97905 -4.76661 3.98911 0.6078
C 3.01024 -6.41729 4.35949 -0.6573
C 1.51795 -6.21820 4.34663 -0.7107
Br 0.88593 -5.24813 5.90191 0.6273
H 3.37555 -6.76034 5.32243 0.0568
H 3.30456 -7.11734 3.58089 0.0631
H 1.01584 -7.18300 4.35874 0.0644
H 1.19313 -5.65175 3.47860 0.0092
```

For the orbital gap, the calculation gives 7.06 eV. The total charge is +1.


Entry 3:
Entry from the OMol25 dataset: a 2-piece molecular cluster, C14H7N6O8 overall (wB97M-V/def2-TZVPD).

```
35
Properties=species:S:1:pos:R:3:lowdin_charge:R:1
C 1.10321 -0.24996 -0.06072 -0.0746
N 1.04815 -1.32105 -0.98962 -0.3814
O 1.22545 -1.07988 -2.21139 0.0124
O 0.77421 -2.46644 -0.54121 0.0078
C 1.34723 -0.64436 1.33131 -0.1899
C 0.34801 -1.36127 2.00988 -0.0157
C 0.49649 -1.69072 3.35128 -0.0151
C 1.66464 -1.34075 4.03555 -0.2445
C 1.81689 -1.64521 5.43293 -0.1884
N 1.95616 -1.91107 6.56444 0.1278
C 2.68530 -0.64829 3.35809 -0.0323
C 2.51770 -0.27019 2.03187 -0.0052
H 1.55254 0.67561 -0.40662 0.1139
H -0.54766 -1.65670 1.46320 0.0906
H -0.29599 -2.24041 3.86378 0.1216
H 3.62397 -0.43778 3.88089 0.1173
H 3.29502 0.26666 1.47884 0.1229
O -2.66048 0.93418 -5.32668 0.0540
N -2.12222 1.71195 -4.52964 -0.3344
O -1.83964 2.89957 -4.83468 -0.0005
C -1.72128 1.30858 -3.18526 -0.0743
C -0.92798 2.19155 -2.44712 0.0947
C -0.47862 1.85043 -1.16550 -0.1411
N 0.42985 2.75874 -0.48695 -0.3331
O 0.72702 3.83622 -1.04905 0.0200
O 0.87608 2.46444 0.64467 0.0231
C -0.85271 0.63514 -0.50055 0.0257
C -1.78232 -0.14576 -1.20571 -0.0912
N -2.36853 -1.37176 -0.84168 -0.1487
O -2.36348 -2.01805 0.19261 0.0514
O -2.98816 -1.86573 -2.00363 0.0323
N -2.90485 -0.94693 -3.03412 0.1386
C -2.15567 0.07418 -2.54409 -0.1461
H -0.66920 3.16306 -2.86834 0.1325
H -0.80909 0.54201 0.59320 0.1298
```

For the orbital gap, the calculation gives 6.19 eV. As for the relative energy (zero: lowest compared OMol25 entry of this formula, charge and spin): 0.0 kcal/mol. The total charge is -1.


Entry 4:
Entry from the OMol25 dataset: C46H38BN10O3Y as an isolated structure (wB97M-V/def2-TZVPD).

```
99
Properties=species:S:1:pos:R:3:lowdin_charge:R:1
Y -0.68624 1.29581 0.23415 1.4755
C -6.47639 4.40416 0.84668 -0.0866
C -6.93197 3.46855 -0.08740 -0.0804
C -6.06156 2.59374 -0.71524 -0.0132
C -4.71516 2.67046 -0.38666 -0.0989
C -3.55164 1.91972 -0.83203 -0.2854
N -3.54302 1.05461 -1.79724 0.2014
C -2.48421 0.32266 -2.19108 -0.2804
C -2.35340 -0.35700 -3.43213 -0.1058
C -3.17759 -0.46287 -4.56216 -0.0282
C -2.72464 -1.19091 -5.63461 -0.0960
C -1.45417 -1.81209 -5.62342 -0.0962
C -0.62589 -1.71679 -4.53543 -0.0242
C -1.07469 -0.98675 -3.42226 -0.1077
C -0.51865 -0.69812 -2.16142 -0.2135
N 0.69089 -1.21151 -1.58834 0.1934
C 1.63669 -0.26313 -1.13400 -0.2061
N 1.24910 0.91007 -0.62030 0.0038
C 2.38061 1.63814 -0.25612 -0.2916
N 2.42602 2.82555 0.37609 0.1964
C 1.42350 3.53085 0.80295 -0.3255
N 0.06744 3.21951 0.68753 -0.0108
C -0.67870 4.18662 1.27323 -0.2712
N -2.00482 4.27023 1.32137 0.1771
C -2.80974 3.44249 0.64636 -0.2658
N -2.44103 2.40248 -0.13119 -0.0140
C -4.25695 3.61258 0.55013 -0.1036
C -5.13356 4.49135 1.17082 -0.0175
C 0.22124 5.18198 1.85330 -0.1058
C -0.02525 6.33069 2.59068 -0.0149
C 1.06226 7.06755 3.02754 -0.0844
C 2.36767 6.66745 2.72631 -0.0807
C 2.61855 5.52457 1.98504 -0.0171
C 1.53311 4.77711 1.54848 -0.1112
C 3.52166 0.85466 -0.57424 -0.1263
C 4.89549 1.06899 -0.39555 -0.0350
C 5.76407 0.07061 -0.76125 -0.0947
C 5.29735 -1.14408 -1.31584 -0.0919
C 3.95838 -1.37170 -1.50874 -0.0181
C 3.04915 -0.36768 -1.12974 -0.1010
N -1.34143 0.07441 -1.44014 0.0144
H -7.18851 5.06792 1.32035 0.0986
H -7.98791 3.43343 -0.32523 0.1006
H -6.40603 1.86905 -1.44131 0.1132
H -4.14358 0.02565 -4.57921 0.1074
H -3.34337 -1.28915 -6.51797 0.0944
H -1.13265 -2.36606 -6.49676 0.0942
H 0.34949 -2.18801 -4.52415 0.1120
H -4.76403 5.21902 1.88191 0.1112
H -1.04248 6.62690 2.81233 0.1126
H 0.90335 7.96403 3.61298 0.0994
H 3.19580 7.26747 3.08209 0.1007
H 3.62861 5.21604 1.74663 0.1119
H 5.24157 2.00612 0.02342 0.1091
H 6.82999 0.21208 -0.62997 0.0952
H 6.02081 -1.89960 -1.59660 0.0949
H 3.59923 -2.30181 -1.93034 0.0976
C -2.62593 -0.50910 3.97489 0.0280
C -1.73296 -0.63728 2.77456 -0.4939
O -1.88417 0.07533 1.77889 -0.0562
N -0.77855 -1.57548 2.83440 0.1026
C 0.30006 -1.63543 1.85874 -0.0923
C 1.35644 -0.59728 2.17704 -0.2596
C 2.69436 -0.92495 2.27017 0.0012
C 3.57556 0.03639 2.75034 -0.0355
C 3.07840 1.26203 3.15186 -0.0392
C 1.72975 1.51980 2.97078 -0.1213
N 0.87978 0.62450 2.46511 0.0847
H -3.49966 0.07902 3.71094 0.0934
H -2.07609 0.01438 4.75973 0.0977
H -2.92923 -1.48375 4.35493 0.0889
H -0.63801 -2.04727 3.71224 0.1543
H -0.12941 -1.47463 0.86663 0.1080
H 0.74057 -2.62726 1.86830 0.1174
H 3.04212 -1.90516 1.96978 0.1237
H 4.63199 -0.18421 2.82455 0.1168
H 3.72567 2.01999 3.57009 0.1134
H 1.30273 2.47390 3.25684 0.1170
C 2.53132 -5.12817 -1.89354 -0.0054
C 1.52528 -4.68589 -0.83186 -0.4602
C 1.78717 -5.44370 0.45990 -0.0013
O 1.71797 -3.27304 -0.62334 0.1262
B 0.77855 -2.61985 -1.40088 -0.7312
O -0.13397 -3.48376 -1.95908 0.1598
C 0.04622 -4.76192 -1.33362 -0.4611
C -0.23193 -5.86399 -2.34036 0.0023
C -0.96474 -4.84363 -0.18671 0.0047
H 3.53234 -4.85943 -1.55444 0.0935
H 2.33910 -4.61443 -2.83694 0.0997
H 2.49246 -6.20531 -2.05234 0.0935
H 2.84770 -5.39040 0.70714 0.0936
H 1.51341 -6.49075 0.32196 0.0970
H 1.21470 -5.03873 1.29335 0.0765
H 0.37636 -5.74934 -3.23524 0.0875
H -1.28041 -5.81595 -2.63365 0.0969
H -0.03543 -6.84065 -1.89470 0.0956
H -0.76263 -4.07116 0.55816 0.0781
H -0.95254 -5.82368 0.29007 0.0927
H -1.95710 -4.65782 -0.59698 0.1015
```

For the orbital gap (spin up / spin down), the calculation gives 4.79 / 4.79 eV.